Entry 1:
{
  "formula": "C21H35F2N3O4",
  "method": "wB97M-V/def2-TZVPD",
  "homo_lumo_gap_ev": 6.528,
  "fmax_ha_per_bohr": 0.2043,
  "e_above_lowest_kcal_mol": 31.1,
  "homo_ev": -12.98,
  "e_tot_ha": -1485.2460,
  "lumo_energy_ev": -6.4474,
  "total_charge": 2,
  "species": ["C", "C", "O", "N", "H", "H", "C", "H", "H", "H", "H", "H", "H", "C", "C", "O", "N", "H", "H", "C", "H", "H", "H", "H", "H", "H", "C", "C", "O", "N", "H", "H", "C", "H", "H", "H", "H", "H", "H", "O", "H", "F", "C", "C", "C", "C", "C", "C", "H", "H", "H", "H", "H", "F", "C", "C", "C", "C", "C", "C", "H", "H", "H", "H", "H"],
  "coordinates": [[-0.32973, 1.81869, 4.54747], [-0.17896, 0.56290, 3.68646], [0.84336, -0.07199, 3.97513], [-1.41984, 0.15617, 2.67089], [-2.26407, 0.66858, 2.99017], [-0.96129, 0.54174, 1.77004], [-1.73487, -1.35515, 2.68345], [0.58035, 1.98361, 5.03133], [-1.04133, 1.77698, 5.29765], [-0.56453, 2.54695, 3.79088], [-2.66085, -1.72735, 2.07903], [-1.88570, -1.67161, 3.72315], [-0.84527, -1.75377, 2.34927], [0.30984, 3.81467, -2.15479], [1.51348, 2.99313, -1.63153], [2.05962, 2.35192, -2.48525], [1.63729, 2.82838, -0.18093], [1.37237, 3.76117, 0.27446], [0.86256, 2.35703, 0.07983], [2.85394, 2.09653, 0.29918], [0.14451, 4.74303, -1.84977], [-0.65100, 3.57826, -1.88850], [0.26969, 3.73533, -3.22809], [3.82205, 2.32446, -0.17947], [2.57396, 1.07636, 0.10468], [2.89835, 2.02704, 1.38533], [-3.50422, 0.04846, -0.67412], [-3.77891, 1.52289, -0.33291], [-4.73595, 2.08214, -0.62748], [-2.82995, 2.22490, 0.54395], [-3.19783, 2.03020, 1.55716], [-1.76795, 1.84687, 0.43364], [-2.93831, 3.64909, 0.83880], [-2.63541, -0.24999, -0.25461], [-3.55300, 0.05344, -1.86695], [-4.25631, -0.59189, -0.17875], [-3.00564, 3.89965, -0.29012], [-2.09714, 3.97649, 1.23213], [-3.82163, 4.10027, 1.54186], [-0.38214, 1.17321, 0.25829], [-0.07675, 0.53223, -0.21672], [3.68435, -2.12289, 0.93390], [2.82158, -3.18976, 0.98360], [3.31562, -4.30126, 1.62312], [2.54962, -5.46686, 1.80287], [1.15758, -5.36654, 1.48853], [0.65059, -4.12293, 0.90225], [1.45577, -3.04864, 0.65177], [4.41617, -4.19104, 1.91030], [3.13673, -6.35884, 2.16807], [0.47188, -5.98700, 1.50620], [-0.36816, -3.93787, 0.66762], [1.18768, -2.03545, 0.15926], [-0.64606, -0.51201, -2.19292], [0.13633, -0.92221, -3.21622], [1.57909, -1.17678, -2.90424], [2.28942, -1.66561, -3.92073], [1.79506, -1.87182, -5.13800], [0.36090, -1.51768, -5.46659], [-0.47756, -1.16965, -4.35015], [1.76509, -0.97749, -1.92061], [3.28321, -2.08376, -3.89544], [2.36883, -2.32871, -5.89750], [0.04473, -1.93280, -6.52655], [-1.60120, -1.17346, -4.47277]],
  "atomic_forces_ev_per_a": [[-0.64, -0.55, -3.52], [3.43, -1.80, 4.27], [-4.48, 0.66, -3.31], [1.02, -0.26, 1.46], [0.97, -0.11, -0.24], [-0.64, -0.35, -0.63], [-2.06, 0.68, 0.33], [1.55, 0.32, 0.32], [-1.96, -0.32, 1.16], [-0.20, 1.26, 0.27], [1.78, 1.34, 0.79], [0.03, 0.29, -0.25], [1.70, -1.43, -0.92], [2.16, -2.49, -0.94], [-2.78, -0.13, -4.02], [1.00, 0.21, 2.47], [4.32, 4.84, -0.09], [1.42, -1.01, -0.72], [-4.37, -3.73, 1.18], [-0.12, -1.07, 0.37], [0.89, 4.85, 1.13], [-2.38, -2.47, 1.23], [0.57, 0.17, -0.29], [-0.87, 0.37, 0.16], [0.34, -0.61, -0.69], [0.07, 0.99, 0.03], [-2.56, 1.97, -2.45], [1.20, -2.97, 0.31], [-3.15, 2.33, -1.26], [0.76, -2.05, 5.82], [0.99, -1.45, -2.19], [-0.49, -0.19, -0.41], [-5.32, 1.77, -4.81], [3.31, -0.98, 0.55], [0.21, -0.60, 2.77], [-0.26, 0.54, -0.75], [-0.31, 1.72, 2.14], [4.16, 1.38, 1.69], [1.72, -1.75, -2.16], [-3.39, 6.78, 6.01], [2.45, -6.26, -4.85], [-0.78, -0.24, -0.54], [-0.57, 0.34, 1.19], [1.77, 0.00, -0.20], [-0.76, 0.21, -0.16], [6.65, 8.00, -1.47], [1.33, -1.17, 1.04], [2.15, 2.15, -0.78], [-1.68, -0.64, -0.33], [-1.40, 0.87, -0.30], [-5.78, -6.77, 0.79], [-0.98, -0.71, -0.13], [-0.05, -1.96, 0.87], [-0.26, 0.34, 1.13], [4.28, -0.35, 2.72], [-6.10, 1.34, -1.53], [2.89, -1.18, 0.50], [-6.14, 1.49, -3.25], [2.76, -2.87, 0.13], [-1.37, -0.90, -5.05], [1.37, 0.23, 2.31], [0.49, 0.42, 1.07], [0.52, -0.24, -0.72], [0.12, 1.41, 2.47], [1.48, 0.34, 0.28]],
  "lowdin_charge": [0.035, -0.254, 0.151, 0.061, 0.149, 0.095, 0.026, 0.086, 0.080, 0.078, 0.140, 0.110, 0.041, 0.050, -0.343, 0.190, 0.074, 0.228, 0.016, 0.046, 0.042, 0.048, 0.114, 0.131, 0.086, 0.107, 0.049, -0.453, 0.220, -0.004, 0.192, 0.110, -0.024, -0.004, 0.169, 0.110, 0.142, 0.026, 0.186, -0.250, -0.122, 0.017, -0.277, -0.035, -0.026, -0.006, -0.079, -0.060, 0.151, 0.133, 0.006, 0.085, 0.119, 0.011, -0.283, 0.015, -0.145, -0.067, 0.011, -0.056, 0.054, 0.123, 0.092, 0.144, 0.139]
}



Entry 2:
{
  "formula": "C3H6HgO5",
  "method": "wB97M-V/def2-TZVPD",
  "homo_lumo_gap_ev": [7.770, 4.831],
  "s2": 0.758,
  "fmax_ha_per_bohr": 0.0660,
  "e_above_lowest_kcal_mol": 12.9,
  "homo_ev": [-4.44, -4.33],
  "e_tot_ha": -647.5009,
  "lumo_energy_ev": [3.3301, 0.5005],
  "total_charge": -1,
  "spin_multiplicity": 2,
  "species": ["C", "C", "O", "C", "O", "O", "O", "Hg", "H", "H", "H", "H", "H", "O", "H"],
  "coordinates": [[-0.54313, 0.85053, 1.37122], [0.52134, 0.60676, 0.29972], [1.50195, 1.42378, -0.30924], [2.30302, 0.77350, -1.22746], [2.09932, -0.45716, -1.42283], [3.15786, 1.48845, -1.76117], [-1.15336, -0.37315, 1.56089], [0.58002, -2.44357, -0.67309], [-1.21052, 1.64641, 0.96744], [0.01177, 1.20358, 2.26994], [-0.12892, 0.36822, -0.57144], [1.17229, -0.10889, 0.85071], [-2.30400, -1.32117, 0.14827], [-2.89527, -2.01154, -0.32126], [-3.11237, -1.64575, -1.18172]],
  "atomic_forces_ev_per_a": [[0.28, 1.89, 0.92], [1.25, -2.00, -1.73], [-1.31, 2.50, 1.89], [1.51, -1.17, -1.57], [-0.21, 0.59, 0.30], [-0.50, 0.17, 0.45], [0.25, 0.99, -0.30], [-0.06, -0.21, 0.08], [-0.11, -0.52, 0.42], [-0.64, -0.14, -0.11], [0.61, -1.34, 0.65], [-1.01, -0.79, -1.11], [-1.21, -1.51, -1.03], [0.99, 1.38, 1.16], [0.16, 0.15, -0.02]],
  "lowdin_charge": [-0.306, -0.280, -0.045, -0.808, -0.279, -0.023, -0.065, 0.503, 0.128, 0.120, 0.107, 0.101, 0.008, -0.171, 0.010]
}